Entry 1:
This record from the OMol25 dataset describes a single C6H15N molecule at a distorted geometry. The level of theory is ωB97M-V with the def2-TZVPD basis set.

Properties
Max |F|   0.034 Eh/bohr
SMILES   CCN(C)C(C)C
ΔE to the lowest compared entry with this formula, charge and spin   1.092 eV

The geometry in ORCA input format:
```
! wB97M-V def2-TZVPD RIJCOSX def2/J DEFGRID3
* xyz 0 1
C 1.286 2.042 -1.137
C 0.292 1.580 -0.083
N -0.457 0.337 -0.397
C 0.168 -0.459 -1.441
C -0.684 -0.434 0.823
C 0.519 -1.196 1.427
C -1.859 -1.397 0.686
H 2.248 1.535 -1.088
H 1.513 3.089 -0.971
H 0.887 1.941 -2.135
H -0.355 2.423 0.175
H 0.830 1.404 0.858
H -0.585 -1.206 -1.728
H 1.031 -1.041 -1.112
H 0.363 0.069 -2.361
H -0.976 0.302 1.544
H 1.291 -0.492 1.743
H 0.940 -1.998 0.845
H 0.114 -1.682 2.319
H -1.659 -2.292 0.099
H -2.707 -0.853 0.262
H -2.201 -1.672 1.670
*
```

=====

Entry 2:
This record from the OMol25 dataset describes a molecular structure, C17H23CeCl5NO2P2 at a distorted geometry. The level of theory is ωB97M-V with the def2-TZVPD basis set.

Properties
⟨S²⟩   0.75
Max |F|   0.038 Eh/bohr
ΔE to the lowest compared entry with this formula, charge and spin   0.000 eV

The geometry in ORCA input format:
```
! wB97M-V def2-TZVPD RIJCOSX def2/J DEFGRID3
* xyz 2 2
Ce 0.436 -0.123 0.539
P -2.839 0.134 -0.592
C -2.196 0.782 -2.175
C -0.755 1.119 -2.560
N 0.339 0.885 -1.784
C 1.554 1.296 -2.249
C 1.714 1.865 -3.510
C 0.602 2.062 -4.321
C -0.635 1.693 -3.818
C 2.788 1.196 -1.354
P 3.028 -0.386 -0.390
H -1.551 1.859 -4.386
H 2.716 2.141 -3.832
H 0.695 2.511 -5.307
H 3.682 1.255 -1.992
H 2.817 2.052 -0.650
H -2.570 0.099 -2.901
H -2.773 1.723 -2.304
H -1.863 -4.046 -4.190
O -2.172 -4.432 -4.993
H -2.287 -3.683 -5.603
H -2.235 -1.080 -0.118
O -0.604 -1.938 0.307
H -0.689 -2.911 0.331
C 3.512 -1.544 -1.706
H 4.493 -1.264 -2.112
H 3.566 -2.551 -1.268
H 2.761 -1.551 -2.508
C 4.585 -0.119 0.499
H 4.681 -0.922 1.243
H 5.439 -0.155 -0.190
H 4.565 0.842 1.029
C -3.144 1.498 0.540
H -4.114 1.959 0.289
H -3.198 1.110 1.568
H -2.366 2.275 0.495
C -4.417 -0.649 -0.963
H -4.688 -1.235 -0.074
H -5.194 0.094 -1.175
H -4.287 -1.336 -1.812
Cl -0.295 -0.768 3.527
C -0.189 0.983 3.462
C 0.034 1.557 2.215
C 0.080 2.940 2.054
Cl 0.285 3.553 0.440
C -0.039 3.779 3.174
Cl 0.024 5.476 2.981
C -0.222 3.198 4.462
Cl -0.329 4.195 5.838
C -0.316 1.789 4.608
Cl -0.577 1.068 6.136
*
```

=====

Entry 3:
This record from the OMol25 dataset describes a molecular structure, C17H26HgN3O6. The level of theory is ωB97M-V with the def2-TZVPD basis set.

Properties
⟨S²⟩   0.75
Max |F|   0.012 Eh/bohr
ΔE to the lowest compared entry with this formula, charge and spin   0.000 eV

The geometry in ORCA input format:
```
! wB97M-V def2-TZVPD RIJCOSX def2/J DEFGRID3
* xyz 0 2
Hg 1.291 0.027 -0.590
C -1.086 2.820 0.639
C -1.404 2.521 -0.811
O -1.602 1.141 -1.085
C -2.790 0.591 -0.559
C -2.681 -0.917 -0.633
O -1.612 -1.426 0.128
C -1.837 -1.493 1.520
C -0.492 -1.500 2.212
O 0.204 -0.276 2.047
C -0.259 0.805 2.814
C 0.437 2.053 2.312
O 0.195 2.314 0.940
H -1.844 2.391 1.301
H -1.109 3.909 0.781
H -0.549 2.814 -1.422
H -2.284 3.103 -1.112
H -3.660 0.923 -1.141
H -2.950 0.907 0.476
H -2.471 -1.198 -1.668
H -3.636 -1.369 -0.336
H -2.386 -2.407 1.778
H -2.438 -0.642 1.861
H 0.141 -2.263 1.762
H -0.621 -1.734 3.274
H -0.006 0.669 3.874
H -1.349 0.911 2.749
H 1.513 1.904 2.393
H 0.146 2.911 2.930
O 2.503 -3.819 1.003
C 2.332 -2.827 0.297
O 2.594 -1.611 0.556
C 1.794 -3.119 -1.113
C 2.208 -4.248 -1.823
C 1.674 -4.471 -3.075
C 0.714 -3.594 -3.575
C 0.344 -2.515 -2.800
N 0.887 -2.280 -1.600
H 2.925 -4.917 -1.370
H 1.990 -5.325 -3.662
H 0.261 -3.754 -4.547
H -0.408 -1.805 -3.132
C -1.965 0.806 -4.753
N -0.580 0.367 -4.681
C -0.100 -0.601 -5.658
C 0.274 0.990 -3.884
N 1.008 1.513 -3.155
H -2.161 1.352 -5.679
H -2.181 1.450 -3.905
H -2.625 -0.062 -4.712
H -0.065 -0.169 -6.662
H -0.769 -1.463 -5.670
H 0.896 -0.935 -5.378
*
```

=====

Entry 4:
This record from the OMol25 dataset describes a single C5H8O2 molecule at a distorted geometry. The level of theory is ωB97M-V with the def2-TZVPD basis set.

Properties
Max |F|   0.045 Eh/bohr
ΔE to the lowest compared entry with this formula, charge and spin   3.619 eV

The geometry in ORCA input format:
```
! wB97M-V def2-TZVPD RIJCOSX def2/J DEFGRID3
* xyz 0 1
C 1.457 0.680 -0.405
C 0.399 -0.138 0.335
O 0.946 -0.404 1.619
C -0.965 0.606 0.437
C -1.821 -0.073 -0.561
O -1.204 -1.053 -1.107
C -0.002 -1.389 -0.427
H 1.117 0.916 -1.420
H 1.683 1.615 0.123
H 2.382 0.098 -0.476
H 0.473 -1.178 1.955
H -1.378 0.481 1.447
H -0.899 1.680 0.230
H -2.906 -0.035 -0.622
H 0.718 -1.805 -1.128
*
```